Below is a 10-piece molecular cluster, C6H27O11 overall in a non-equilibrium geometry, with properties calculated with ωB97M-V with the def2-TZVPD basis set.

largest force on an atom = 8.1 eV/Å
molecular weight = 275.27 g/mol
energy relative to the best compared isomer or geometry (same formula, charge and spin) = 254.71 kJ/mol
net charge = 0
HOMO-LUMO gap (alpha / beta) = 9.004 / 4.873 eV
multiplicity = 2
energy = -29177.5580 eV

Each atom is followed by the atoms it is bonded to, with distances in Å.
Positions of all 44 atoms, in Å:
1 O -1.7915 -0.5315 0.5891  C2 1.237
2 C -1.0594 -0.0547 -0.2866  O1 1.237, O3 1.255, C4 1.481
3 O -1.3377 0.0801 -1.5027  C2 1.255
4 C 0.1295 0.7649 0.0418  C2 1.481, C5 1.569, H9 1.132, H10 1.136
5 C 0.6347 0.3721 1.4740  C4 1.569, C6 1.485, H11 1.188, H12 1.078
6 C 1.5675 -0.7815 1.3993  C5 1.485, C7 1.334, C8 1.539
7 C 1.3713 -1.5949 0.3603  C6 1.334, H13 1.013, H14 1.050
8 C 2.8351 -0.9786 2.2505  C6 1.539, H15 1.040, H16 1.106, H17 1.080
9 H -0.2121 1.8410 0.1227  C4 1.132
10 H 1.0296 0.5656 -0.6223  C4 1.136
11 H -0.3732 0.0858 2.0344  C5 1.188
12 H 1.1030 1.2269 1.9350  C5 1.078
13 H 0.6209 -1.5547 -0.3185  C7 1.013
14 H 2.0535 -2.2819 -0.0451  C7 1.050
15 H 2.9287 -0.3621 3.0831  C8 1.040
16 H 3.7494 -0.7675 1.6652  C8 1.106
17 H 2.8998 -2.0370 2.4552  C8 1.080
18 H -4.3979 -2.0151 1.2843  O20 0.864
19 H -3.2023 -1.4962 0.4135  O20 1.007
20 O -4.0980 -1.9523 0.4763  H18 0.864, H19 1.007
21 H 2.8214 2.5397 -0.6962  O23 1.037
22 H 3.4217 2.8636 0.7518  O23 0.936
23 O 3.1650 2.1509 0.2014  H21 1.037, H22 0.936
24 H 0.1964 0.9384 4.8849  O26 1.097
25 H -0.3256 1.9868 3.8232  O26 0.949
26 O 0.2687 1.9846 4.5629  H24 1.097, H25 0.949
27 H -1.0423 2.9512 -3.2079  O29 0.982
28 H 0.1882 2.1355 -3.7499  O29 0.973
29 O -0.0616 2.8992 -3.2009  H27 0.982, H28 0.973
30 H -2.2366 -1.1216 -2.3018  O32 1.073
31 H -2.8924 -2.5656 -2.2114  O32 0.999
32 O -2.3416 -2.0355 -2.8550  H30 1.073, H31 0.999
33 H 0.7263 -0.1901 -3.0196  O35 0.986
34 H -0.6807 0.1293 -3.1042  O35 0.946
35 O 0.0846 0.2059 -3.6553  H33 0.986, H34 0.946
36 H -2.2967 0.7681 2.4775  O38 0.966
37 H -2.1215 -0.7101 2.4121  O38 0.944
38 O -2.2043 -0.0113 3.0409  H36 0.966, H37 0.944
39 H -1.6143 -3.6282 -0.6881  O41 0.917
40 H -1.4441 -3.5841 -2.1427  O41 0.936
41 O -1.5025 -4.1729 -1.4177  H39 0.917, H40 0.936
42 H 2.2659 2.2738 -2.7239  O44 0.959
43 H 1.1278 2.7828 -1.9752  O44 0.925
44 O 2.0471 2.8812 -2.0144  H42 0.959, H43 0.925

Atomic partial charges in e from the Mulliken method, atoms 1 to 4: -0.714, 0.141, -0.944, -0.316

Below is a 9-piece molecular cluster, C6H27O9 overall in a non-equilibrium geometry, with properties calculated with ωB97M-V with the def2-TZVPD basis set.

largest force on an atom = 1.9 eV/Å
molecular weight = 243.27 g/mol
energy relative to the best compared isomer or geometry (same formula, charge and spin) = 138.03 kJ/mol
net charge = 0
HOMO-LUMO gap (alpha / beta) = 8.263 / 4.454 eV
multiplicity = 2
energy = -25083.2148 eV

Each atom is followed by the atoms it is bonded to, with distances in Å.
Positions of all 42 atoms, in Å:
1 C -1.1274 2.8899 0.3848  O2 1.405, C3 1.552, H8 1.082, H9 1.088
2 O -0.0287 3.0973 1.2356  C1 1.405, H38 0.967
3 C -0.6291 2.3723 -0.9910  C1 1.552, C4 1.570, H10 1.090, H11 1.089
4 C -0.1502 0.8820 -0.8682  C3 1.570, C5 1.463, H12 1.099, H13 1.090
5 C 1.3096 0.8949 -0.7665  C4 1.463, C6 1.404, H14 1.086
6 C 2.0306 0.2959 -1.8112  C5 1.404, C7 1.459, H15 1.085
7 C 3.4784 0.1348 -1.9006  C6 1.459, H16 1.088, H17 1.109, H18 1.085
8 H -1.4612 3.9006 0.1882  C1 1.082
9 H -1.8467 2.1846 0.7951  C1 1.088
10 H -1.4118 2.5089 -1.7379  C3 1.090
11 H 0.2213 2.9977 -1.2587  C3 1.089
12 H -0.5649 0.3619 0.0063  C4 1.099
13 H -0.5467 0.3250 -1.7172  C4 1.090
14 H 1.7886 1.4134 0.0585  C5 1.086
15 H 1.4189 -0.1542 -2.5863  C6 1.085
16 H 3.9394 0.0204 -0.9218  C7 1.088
17 H 3.9146 1.0956 -2.2413  C7 1.109
18 H 3.7823 -0.5421 -2.6916  C7 1.085
19 H -0.0268 -3.0370 -2.4836  O21 0.970
20 H 1.1181 -2.9682 -3.3648  O21 0.967
21 O 0.5641 -3.6460 -2.9532  H19 0.970, H20 0.967
22 H -1.2945 -0.3496 2.0778  O24 0.982
23 H -1.5830 -1.5909 1.1941  O24 0.973
24 O -1.9488 -0.7255 1.4488  H22 0.982, H23 0.973
25 H -0.0158 -3.0667 1.2883  O27 0.979
26 H -0.7769 -3.5008 0.0838  O27 0.966
27 O -0.8748 -3.4681 1.0445  H25 0.979, H26 0.966
28 H -2.8538 -1.1490 -1.1364  O30 0.966
29 H -1.5317 -1.3375 -0.4569  O30 0.960
30 O -2.0303 -1.6484 -1.2159  H28 0.966, H29 0.960
31 H -4.1860 -0.4243 1.0487  O33 0.968
32 H -4.3820 -1.8112 0.5589  O33 0.968
33 O -4.8546 -0.9681 0.6078  H31 0.968, H32 0.968
34 H 0.6662 -0.6373 1.5596  O36 1.071
35 H 1.5261 -1.2349 0.2895  O36 0.960
36 O 0.9564 -1.5102 1.0117  H34 1.071, H35 0.960
37 H -0.1719 0.4241 3.1405  O39 0.963
38 H 0.5156 2.3104 1.3763  O2 0.967
39 O 0.3224 0.4942 2.3167  H37 0.963
40 H 2.4252 2.4509 3.4377  O42 0.960
41 H 1.7255 1.1543 2.8293  O42 1.003
42 O 2.5943 1.5610 3.1210  H40 0.960, H41 1.003

Atomic partial charges in e from the Mulliken method, atoms 1 to 4: -0.426, -0.546, -0.820, 0.601

Below is a 10-piece molecular cluster, C6H28O9 overall in a non-equilibrium geometry, with properties calculated with ωB97M-V with the def2-TZVPD basis set.

largest force on an atom = 2.6 eV/Å
SMILES = C=CC/C=C/C.O.O.O.O.O.O.O.O.O
molecular weight = 244.28 g/mol
energy relative to the best compared isomer or geometry (same formula, charge and spin) = 255.26 kJ/mol
net charge = 0
HOMO-LUMO gap = 8.900 eV
multiplicity = 1
energy = -25102.1465 eV

Each atom is followed by the atoms it is bonded to, with distances in Å.
Positions of all 43 atoms, in Å:
1 C -2.3917 -2.2618 -1.8837  C2 1.335, H7 1.080, H8 1.049
2 C -2.6566 -0.9782 -2.1400  C1 1.335, C3 1.500, H9 1.088
3 C -1.6439 0.0061 -2.6457  C2 1.500, C4 1.475, H10 1.109, H11 1.116
4 C -0.2667 -0.2363 -2.1760  C3 1.475, C5 1.343, H12 1.070
5 C 0.4813 -1.0419 -2.9475  C4 1.343, C6 1.484, H13 1.096
6 C 1.8030 -1.6318 -2.6206  C5 1.484, H14 1.094, H15 1.078, H16 1.071
7 H -3.1220 -2.8304 -1.3266  C1 1.080
8 H -1.5581 -2.8758 -2.0532  C1 1.049
9 H -3.6718 -0.6355 -1.9540  C2 1.088
10 H -2.0362 1.0327 -2.4952  C3 1.109
11 H -1.7313 -0.1067 -3.7525  C3 1.116
12 H 0.0576 0.2219 -1.2656  C4 1.070
13 H 0.2734 -1.2312 -4.0069  C5 1.096
14 H 2.0045 -1.9118 -1.5822  C6 1.094
15 H 2.6160 -0.9632 -2.8522  C6 1.078
16 H 2.0687 -2.4965 -3.1943  C6 1.071
17 O -0.8780 -1.8023 2.9430  H18 0.995, H19 0.961
18 H 0.0247 -1.5235 3.2546  O17 0.995
19 H -0.9501 -2.7372 3.1538  O17 0.961
20 O 0.9330 1.7997 0.9786  H21 0.996, H22 0.964
21 H 0.9018 2.6175 0.4108  O20 0.996
22 H 0.0258 1.4740 0.9990  O20 0.964
23 O 0.7625 2.1258 3.5185  H24 1.010, H25 0.967
24 H 1.0048 2.2230 2.5428  O23 1.010
25 H -0.1999 2.2221 3.5140  O23 0.967
26 O 0.3698 4.2346 0.2539  H27 0.969, H28 0.961
27 H 0.3276 4.6944 1.1057  O26 0.969
28 H -0.3956 4.3820 -0.3083  O26 0.961
29 O 1.1067 -0.4382 4.0128  H30 1.017, H31 0.968
30 H 0.8576 0.5397 3.8835  O29 1.017
31 H 1.7516 -0.5177 3.2951  O29 0.968
32 O -2.6377 1.0121 2.3139  H33 0.972, H34 0.967
33 H -2.1374 0.1934 2.4675  O32 0.972
34 H -3.4633 0.8199 2.7792  O32 0.967
35 O 0.4759 -1.4372 0.4430  H36 0.962, H37 0.953
36 H -0.4543 -1.6507 0.3262  O35 0.962
37 H 0.6155 -0.5759 0.8263  O35 0.953
38 O 1.3102 3.3432 -2.0347  H39 0.960, H40 0.961
39 H 1.6858 3.6102 -1.1928  O38 0.960
40 H 1.4571 2.4047 -2.1809  O38 0.961
41 O 2.7038 -3.1356 0.2358  H42 0.977, H43 0.965
42 H 1.7695 -2.8600 0.1616  O41 0.977
43 H 2.8063 -3.0776 1.1932  O41 0.965

Atomic partial charges in e from the Mulliken method, atoms 1 to 4: -0.991, -0.096, -0.823, 0.368

Number 3 is which compound?
C6H28O9